[1]
{"formula": "CH3NOS", "method": "ωB97M-V with the def2-TZVPD basis set", "homo_ev": -8.5501, "smiles": "C#[N+][S-].O", "charge": 0, "lumo_energy_ev": 0.412, "orbital_gap_ha": 0.329, "symbols": ["C", "N", "O", "S", "H", "H", "H"], "coordinates": [[-2.674, 2.048, -0.415], [-2.871, 0.916, -0.202], [0.838, -1.395, 0.387], [-3.159, -0.585, -0.003], [-2.832, 3.039, -0.125], [1.292, -1.742, 1.171], [1.654, -0.926, -0.085]], "forces_ev_per_angstrom": [[-0.091, -1.377, 0.258], [0.243, 2.253, -0.478], [3.167, 1.483, -1.221], [-0.226, -1.896, 0.213], [0.060, 1.012, 0.011], [-0.371, -0.034, -0.093], [-2.781, -1.442, 1.311]]}

[2]
{"formula": "CH3NOS2", "method": "ωB97M-V with the def2-TZVPD basis set", "homo_ev": -8.2385, "charge": 0, "lumo_energy_ev": 0.342, "orbital_gap_ha": 0.315, "symbols": ["C", "N", "O", "S", "S", "H", "H", "H"], "coordinates": [[-1.901, 1.181, -0.199], [-1.248, 0.275, -0.116], [0.273, -1.577, 0.605], [2.039, 0.763, 0.824], [1.815, -1.048, 0.296], [-2.460, 2.070, -0.452], [-0.298, -0.815, 0.392], [1.781, -0.850, -1.352]], "forces_ev_per_angstrom": [[-1.765, 2.856, -0.946], [0.766, -1.452, 0.181], [2.304, -0.383, -0.103], [0.126, 0.866, 0.555], [-0.866, -0.759, -2.992], [0.141, -0.405, 0.405], [-0.470, 0.004, -0.076], [-0.236, -0.726, 2.976]]}

[3]
{"formula": "CH3NOS2", "method": "ωB97M-V with the def2-TZVPD basis set", "homo_ev": -9.2456, "charge": 0, "lumo_energy_ev": -0.759, "orbital_gap_ha": 0.312, "symbols": ["C", "N", "O", "S", "S", "H", "H", "H"], "coordinates": [[-1.247, -0.502, 0.075], [-0.565, 0.508, -0.175], [2.183, 1.429, 0.525], [1.976, -1.493, 0.010], [1.920, 0.389, -0.425], [-2.434, -0.395, 0.175], [-0.827, -1.392, 0.189], [-1.005, 1.456, -0.374]], "forces_ev_per_angstrom": [[-5.455, 4.449, -0.261], [0.688, 2.099, -0.869], [0.308, 0.173, 1.108], [0.224, 1.221, 0.240], [-0.421, -1.543, -1.290], [2.443, -0.593, -0.184], [1.972, -3.939, 0.611], [0.242, -1.866, 0.644]]}

[4]
{"formula": "CH3NOS2", "method": "ωB97M-V with the def2-TZVPD basis set", "homo_ev": -8.7209, "charge": 0, "lumo_energy_ev": -0.902, "orbital_gap_ha": 0.287, "symbols": ["C", "N", "O", "S", "S", "H", "H", "H"], "coordinates": [[-1.585, 0.323, 0.246], [0.676, -0.526, -0.494], [3.078, -0.061, 0.041], [-1.217, 1.354, 1.433], [1.763, -0.293, 0.550], [-1.338, 0.377, -0.803], [-2.205, -0.452, 0.505], [0.828, -0.722, -1.478]], "forces_ev_per_angstrom": [[0.499, 2.067, 0.365], [0.788, -0.832, 1.488], [1.357, 0.043, 0.175], [0.013, 0.071, -0.491], [-1.866, -0.025, -1.977], [0.065, 0.486, 0.031], [-1.412, -2.134, 0.390], [0.557, 0.324, 0.018]]}

[5]
{"formula": "CH3NOS2", "method": "ωB97M-V with the def2-TZVPD basis set", "homo_ev": -9.3488, "charge": 0, "lumo_energy_ev": -0.242, "orbital_gap_ha": 0.335, "symbols": ["C", "N", "O", "S", "S", "H", "H", "H"], "coordinates": [[-0.363, -0.063, 0.924], [-0.559, -0.188, -0.498], [1.137, 0.952, -2.258], [1.266, 0.771, 0.876], [1.051, -0.088, -1.075], [-1.116, 0.570, 1.397], [-0.277, -1.010, 1.468], [-1.139, -0.944, -0.836]], "forces_ev_per_angstrom": [[-0.131, 0.225, 0.977], [0.384, 0.275, -0.456], [-0.411, -3.318, 4.086], [-0.142, -0.143, -0.299], [0.154, 3.088, -4.026], [0.018, -0.095, 0.001], [-0.052, 0.132, -0.150], [0.180, -0.164, -0.133]]}

[6]
{"formula": "CH3NOS2", "method": "ωB97M-V with the def2-TZVPD basis set", "homo_ev": -9.3526, "smiles": "N=C=S.OS", "charge": 0, "lumo_energy_ev": 0.404, "orbital_gap_ha": 0.359, "symbols": ["C", "N", "O", "S", "S", "H", "H", "H"], "coordinates": [[-1.617, 0.441, -0.351], [-1.259, 1.173, -1.272], [1.788, -1.192, 1.315], [-2.249, -0.536, 0.697], [2.164, -0.319, -0.084], [-1.299, 2.137, -1.286], [0.953, 0.326, -0.156], [1.520, -2.029, 1.136]], "forces_ev_per_angstrom": [[-0.302, 1.588, -1.795], [-0.241, -3.847, 1.930], [1.694, 4.436, 0.733], [0.497, 0.004, -0.106], [-1.117, -0.291, 0.739], [-0.028, 2.275, -0.038], [0.780, -0.304, -0.159], [-1.284, -3.861, -1.304]]}

[7]
{"formula": "CH3NOS2", "method": "ωB97M-V with the def2-TZVPD basis set", "homo_ev": [-9.6504, -9.3940], "spin_multiplicity": 3, "charge": 0, "lumo_energy_ev": [-0.458, -2.635], "orbital_gap_ha": [0.338, 0.248], "symbols": ["C", "N", "O", "S", "S", "H", "H", "H"], "coordinates": [[-1.259, 0.047, -0.949], [1.283, 0.605, 1.898], [3.188, -0.690, 1.126], [-1.345, 0.563, 0.763], [1.743, -0.507, 1.013], [-1.970, -0.732, -1.437], [-0.305, -0.335, -0.822], [-1.334, 1.050, -1.591]], "forces_ev_per_angstrom": [[-2.110, 1.441, -1.452], [-0.982, 0.882, 0.532], [-0.107, -0.501, -0.348], [-1.253, 0.158, 0.438], [1.073, -0.327, -0.215], [0.858, 1.440, 1.398], [2.057, -0.897, -1.614], [0.464, -2.196, 1.262]]}

[8]
{"formula": "CH3NS", "method": "ωB97M-V with the def2-TZVPD basis set", "homo_ev": -10.0204, "charge": 0, "lumo_energy_ev": 0.083, "orbital_gap_ha": 0.371, "symbols": ["C", "N", "S", "H", "H", "H"], "coordinates": [[3.158, -0.854, -0.105], [-0.278, -0.184, -0.200], [4.161, 0.239, 0.011], [-0.780, 0.368, -0.876], [-0.802, -0.217, 0.663], [0.531, 0.402, -0.018]], "forces_ev_per_angstrom": [[-1.568, -1.817, -0.171], [0.562, 0.278, -0.085], [1.637, 1.809, 0.182], [-0.597, -0.036, -0.135], [-0.220, 0.064, 0.009], [0.187, -0.297, 0.201]]}

[9]
{"formula": "CH3NS", "method": "ωB97M-V with the def2-TZVPD basis set", "homo_ev": -8.5154, "smiles": "NC=S", "charge": 0, "lumo_energy_ev": 0.484, "orbital_gap_ha": 0.331, "symbols": ["C", "H", "H", "H", "N", "S"], "coordinates": [[-0.502, 0.388, 0.073], [1.319, -0.590, 0.422], [0.488, -0.907, -1.192], [-1.352, 0.315, -0.552], [0.586, -0.248, -0.369], [-0.538, 1.042, 1.618]], "forces_ev_per_angstrom": [[1.005, 0.028, 2.954], [-2.338, 1.419, -2.636], [0.230, 1.260, 1.451], [-0.775, 0.386, -0.807], [2.187, -2.812, 0.514], [-0.309, -0.281, -1.474]]}

[10]
{"formula": "CH3NS2", "method": "ωB97M-V with the def2-TZVPD basis set", "homo_ev": -8.4387, "smiles": "Cn1ss1", "charge": 0, "lumo_energy_ev": 0.057, "orbital_gap_ha": 0.312, "symbols": ["C", "N", "S", "S", "H", "H", "H"], "coordinates": [[-0.005, -0.362, 0.700], [0.354, 0.701, -0.153], [-0.792, 1.255, -1.359], [0.803, 0.186, -1.822], [0.795, -0.704, 1.238], [-0.678, 0.147, 1.328], [-0.478, -1.222, 0.066]], "forces_ev_per_angstrom": [[-3.139, -1.549, -2.744], [1.771, 1.493, -2.558], [-1.353, 0.452, 0.881], [1.332, -0.568, 0.351], [2.208, -0.826, 1.212], [-1.273, -0.224, 1.347], [0.454, 1.221, 1.512]]}

Short version: energy above the lowest of the compared OMol25 structures with the same formula, charge and spin = 66.0; 46.4; 31.1; 42.5; 24.1; 21.0; 47.9; 51.0; 11.2; 52.2 kcal per mole, in the order given.